DFT (ωB97M-V/def2-TZVPD) results for C7H11NOS in the gas phase in a non-equilibrium geometry.

Geometry (Å):
C  3.651  -0.187  -0.035
C  3.235  1.242  0.046
C  2.814  -1.168  -0.033
C  -0.559  -0.714  -1.257
C  -0.914  -1.036  1.261
C  -1.356  1.230  0.207
C  -0.490  -0.038  0.145
N  0.904  0.297  0.333
O  2.414  -2.250  -0.253
S  1.676  1.691  0.238
H  4.695  -0.458  -0.264
H  3.962  2.019  0.261
H  0.194  -0.342  -1.945
H  -0.303  -1.749  -1.102
H  -1.469  -0.746  -1.774
H  -0.534  -2.099  1.050
H  -1.964  -1.270  1.357
H  -0.750  -0.782  2.302
H  -1.179  1.798  1.185
H  -0.940  1.883  -0.658
H  -2.455  0.929  -0.083

Cartesian forces (eV/Å) of the 6 atoms listed first:
C 1.5 4.6 0.1
C 0.5 -1.7 0.6
C -2.4 -3.7 -1.2
C 1.2 -0.5 1.0
C 0.2 -2.2 -0.5
C -0.4 0.6 -1.5

- highest occupied orbital energy (alpha / beta) (eV) = -7.75 / -7.74
- energy (eV) = -21806.7695
- relative energy (zero: lowest compared OMol25 entry of this formula, charge and spin) (kJ/mol) = 275.9

DFT (ωB97M-V/def2-TZVPD) results for 2 unconnected molecules or ions with the total composition C4H12 in a non-equilibrium geometry.

Geometry (Å):
C  1.796  0.714  -0.080
C  1.352  1.484  -1.366
H  1.149  -0.127  -0.052
H  2.860  0.554  -0.194
H  1.781  1.440  0.750
H  1.855  1.180  -2.302
H  0.265  1.355  -1.410
H  1.492  2.560  -1.204
C  -0.900  -1.260  1.065
C  -2.319  -1.074  0.571
H  -0.628  -1.472  2.108
H  -0.295  -1.758  0.312
H  -0.433  -0.269  0.931
H  -2.994  -0.442  1.125
H  -2.817  -2.011  0.247
H  -2.165  -0.873  -0.499

Cartesian forces (eV/Å) of the 6 atoms listed first:
C 0.9 2.4 -1.5
C -0.4 0.4 0.8
H 0.3 -0.8 0.8
H 0.2 -1.0 0.1
H -0.7 -0.8 0.1
H -0.4 0.0 0.5

- highest occupied orbital energy (eV) = -10.83
- SMILES = CC.CC
- energy (eV) = -4341.3773
- relative energy (zero: lowest compared OMol25 entry of this formula, charge and spin) (kJ/mol) = 111.0

DFT (ωB97M-V/def2-TZVPD) results for a molecular structure, CH3NOS in a non-equilibrium geometry.

Geometry (Å):
C  1.615  0.126  -0.105
N  -2.241  0.232  0.173
O  0.453  -0.058  0.150
S  -1.483  -0.837  -0.681
H  2.254  0.899  0.339
H  2.007  -0.356  -0.947
H  -2.604  -0.006  1.070

Cartesian forces (eV/Å) of the 6 atoms listed first:
C -0.8 1.0 -0.2
N 0.3 0.5 -2.2
O 1.1 0.4 1.3
S -1.5 0.4 0.9
H -0.2 -0.1 0.6
H 1.1 -1.1 -1.4

- highest occupied orbital energy (eV) = -7.70
- energy (eV) = -15455.0021
- relative energy (zero: lowest compared OMol25 entry of this formula, charge and spin) (kJ/mol) = 367.3

DFT (ωB97M-V/def2-TZVPD) results for a molecular structure, CsH6O3.

Geometry (Å):
Cs  -10.377  1.280  21.297
O  -7.880  -0.087  20.389
H  -7.686  -0.879  19.866
H  -7.394  -0.199  21.219
O  -9.553  1.572  24.162
H  -10.360  1.629  24.694
H  -8.864  1.305  24.788
O  -12.756  1.686  19.325
H  -12.610  2.553  19.723
H  -13.165  1.863  18.466

Cartesian forces (eV/Å) of the 6 atoms listed first:
Cs 0.0 -0.1 -0.2
O 0.0 -0.2 0.3
H 0.0 0.2 0.1
H 0.1 -0.1 -0.3
O -0.2 -0.1 0.2
H 0.3 0.0 0.0

- highest occupied orbital energy (eV) = -15.60
- total charge = +1
- energy (eV) = -6783.1496
- relative energy (zero: lowest compared OMol25 entry of this formula, charge and spin) (kJ/mol) = 5.1

DFT (ωB97M-V/def2-TZVPD) results for 2 unconnected molecules or ions with the total composition C4H12NO in a non-equilibrium geometry.

Geometry (Å):
C  -0.450  0.796  0.927
C  0.785  0.136  0.349
C  0.565  -0.214  -1.118
C  -0.643  -1.178  -1.112
O  -0.212  -2.581  -0.830
N  -0.276  2.353  1.126
H  -0.788  0.318  1.850
H  1.689  2.934  2.435
H  1.140  -0.693  0.854
H  1.610  0.881  0.396
H  0.323  0.638  -1.709
H  1.418  -0.712  -1.553
H  -1.250  -1.241  -2.043
H  -1.210  -0.580  -0.351
H  -0.941  -3.089  -0.822
H  -0.739  2.681  1.989
H  -1.009  2.494  0.420
H  1.844  3.303  3.016

Cartesian forces (eV/Å) of the 6 atoms listed first:
C 2.2 1.9 2.9
C 0.2 3.1 -1.9
C -0.4 -2.1 0.2
C 0.1 -0.3 -0.7
O 3.5 5.0 0.3
N -1.8 -2.9 -1.2

- highest occupied orbital energy (alpha / beta) (eV) = -8.42 / -10.28
- multiplicity = 2
- energy (eV) = -7875.6888
- relative energy (zero: lowest compared OMol25 entry of this formula, charge and spin) (kJ/mol) = 272.8

DFT (ωB97M-V/def2-TZVPD) results for C4H5NS2 in the gas phase in a non-equilibrium geometry.

Geometry (Å):
C  1.487  -1.035  -0.314
N  1.528  -0.373  0.733
S  0.527  0.823  1.338
C  -1.161  0.193  0.820
C  -1.783  0.980  -0.364
C  -1.295  -0.363  -0.536
S  0.167  -0.575  -1.507
H  2.265  -1.627  -0.640
H  -1.663  -0.420  1.722
H  -0.993  1.812  -0.507
H  -2.735  1.354  -0.286
H  -2.157  -1.116  -0.358

Cartesian forces (eV/Å) of the 6 atoms listed first:
C -3.7 2.6 -0.6
N 1.7 0.2 2.2
S -1.4 -1.4 -0.8
C 0.6 0.1 2.9
C 3.4 2.6 1.9
C -1.2 -2.4 0.5

- highest occupied orbital energy (eV) = -8.57
- SMILES = C1=NS[C@H]2C[C@H]2S1
- energy (eV) = -27386.4954
- relative energy (zero: lowest compared OMol25 entry of this formula, charge and spin) (kJ/mol) = 310.7